Model w:
11
Properties=species:S:1:pos:R:3 method="wB97M-V/def2-TZVPD" orbital_gap_ev=7.76 lumo_ha=-0.05664 homo_ev=-9.30
N -3.7379 -1.3423 -0.3278
C -2.5831 -0.7312 0.0240
C -1.1526 -0.8052 0.0403
C -0.2826 0.1903 -0.0907
Cl -0.9992 1.8675 -0.2284
C 1.2002 0.0161 -0.2491
N 1.8914 1.0852 -0.2074
S 1.7898 -1.4509 -0.2403
H -0.7104 -1.7433 0.3926
H 2.9322 0.8194 0.4435
H 1.6521 2.0943 0.4433

---

Model x:
11
Properties=species:S:1:pos:R:3 method="wB97M-V/def2-TZVPD" orbital_gap_ev=9.83 lumo_ha=-0.02166 homo_ev=-10.42
N -2.4498 2.1300 -0.1850
C -1.7028 1.1726 -0.2562
C -0.6860 0.0445 -0.3568
S -1.3592 -1.6721 0.2563
C 0.5693 0.1673 0.4955
Cl 1.6955 -1.1128 -0.2882
C 1.2564 1.4368 0.4028
N 1.9655 2.3260 0.0619
H -0.2348 -0.1221 -1.2611
H -0.4220 -2.3055 -0.4176
H 0.3493 -0.0206 1.6283

---

Here are the energies relative to the best structure, in hartree: model w 0.0952; model x 0.0000.

---

Model w:
121
Properties=species:S:1:pos:R:3 method="wB97M-V/def2-TZVPD" orbital_gap_ev=5.29 lumo_ha=-0.00767 homo_ev=-5.50
Ba -0.5669 0.3460 -1.0147
C -3.4216 -1.0435 -1.4968
C -3.8051 -1.3934 -0.1868
C -2.9967 -2.5162 0.1976
C -2.1349 -2.7848 -0.8848
C -2.3763 -1.8837 -1.9447
C -2.0628 -2.2053 -3.3996
C -2.9098 -3.4109 -3.8409
C -2.4128 -1.0329 -4.3228
C -0.5839 -2.5850 -3.5780
C -2.9601 -3.3724 1.4691
C -2.3025 -2.6297 2.6421
C -4.3515 -3.8822 1.8697
C -2.1141 -4.6359 1.2361
C -4.9486 -0.6373 0.5033
C -5.1684 0.7302 -0.1691
C -6.2643 -1.4213 0.3515
C -4.7017 -0.3218 1.9833
H -3.9207 -0.3180 -2.1248
H -1.4132 -3.5882 -0.9407
H -3.9698 -3.1850 -3.7147
H -2.6778 -4.2834 -3.2291
H -2.7278 -3.6609 -4.8928
H -3.4930 -0.8853 -4.3572
H -2.0683 -1.2310 -5.3423
H -1.9607 -0.0999 -3.9812
H -0.3502 -3.4905 -3.0154
H 0.0745 -1.7902 -3.2142
H -0.3521 -2.7713 -4.6320
H -2.8199 -1.7043 2.8890
H -1.2707 -2.3822 2.3865
H -2.2808 -3.2628 3.5360
H -5.0140 -3.0943 2.2154
H -4.2619 -4.6119 2.6800
H -4.8264 -4.3731 1.0176
H -1.0692 -4.3899 1.0426
H -2.4971 -5.2188 0.3963
H -2.1452 -5.2608 2.1326
H -5.5561 0.6283 -1.1834
H -4.2400 1.3024 -0.2100
H -5.9011 1.3038 0.4046
H -6.4530 -1.6196 -0.7053
H -7.1047 -0.8444 0.7518
H -6.2298 -2.3789 0.8690
H -3.7887 0.2648 2.1008
H -4.6200 -1.2101 2.6026
H -5.5346 0.2706 2.3742
O 1.7094 -0.3301 -0.7226
S 3.0369 -0.8664 -0.2372
C 4.1470 -0.8709 -1.6891
C 4.4084 0.4327 -2.4328
C 3.1895 1.0965 -3.0744
C 2.5235 0.2200 -4.1252
S 0.8255 0.7267 -4.4805
O 0.1634 0.7477 -3.1215
C 1.1152 2.4379 -4.9101
C 0.3703 3.4020 -4.2544
C 0.5160 4.7329 -4.6253
C 1.3791 5.0805 -5.6519
C 2.1120 4.0999 -6.3122
C 1.9801 2.7710 -5.9468
C 3.8384 0.4757 0.6315
C 3.1440 1.6493 0.8583
C 3.7729 2.6879 1.5323
C 5.0740 2.5360 1.9902
C 5.7519 1.3388 1.7857
C 5.1338 0.2993 1.1053
H 3.7185 -1.6415 -2.3337
H 5.0827 -1.2741 -1.2947
H 5.1490 0.2145 -3.2092
H 4.8718 1.1489 -1.7510
H 3.5078 2.0328 -3.5355
H 2.4553 1.3400 -2.3070
H 2.3905 -0.8090 -3.7854
H 3.0573 0.1969 -5.0770
H -0.2855 3.1214 -3.4421
H -0.0469 5.4936 -4.1011
H 1.4791 6.1166 -5.9473
H 2.7865 4.3705 -7.1137
H 2.5478 2.0099 -6.4685
H 2.1215 1.7490 0.5186
H 3.2354 3.6135 1.6921
H 5.5630 3.3504 2.5085
H 6.7639 1.2167 2.1504
H 5.6608 -0.6351 0.9430
B -2.0266 3.4623 0.0058
N -1.9199 2.5496 1.2564
C -2.1751 2.8349 2.5395
C -1.7822 1.7594 3.3167
C -1.2845 0.8363 2.3933
N -1.3693 1.3248 1.1548
N -0.5803 3.9673 -0.3181
C -0.0082 5.1209 0.0506
C 1.2948 5.1347 -0.4165
C 1.4203 3.9111 -1.0821
N 0.2871 3.2114 -1.0188
H -2.4149 2.8141 -0.9449
H -2.7233 4.4109 0.2617
H -2.6166 3.7778 2.8166
H -1.8539 1.6549 4.3852
H -0.8810 -0.1478 2.5654
H -0.5559 5.8473 0.6275
H 2.0261 5.9195 -0.3241
H 2.2720 3.5254 -1.6226
C 5.4559 -0.5022 5.4496
C 4.1298 -1.1825 5.3590
C 3.5430 -1.8971 6.3555
C 2.2743 -2.4742 6.0942
N 1.6493 -2.3404 4.9479
C 2.2215 -1.6318 3.9464
S 1.5099 -1.3630 2.4684
N 3.4683 -1.0790 4.1861
C 1.5687 -3.2652 7.1499
H 5.8562 -0.5731 6.4573
H 5.3610 0.5508 5.1789
H 6.1646 -0.9639 4.7595
H 4.0251 -2.0129 7.3142
H 3.8542 -0.5226 3.4330
H 2.2241 -3.5043 7.9851
H 1.1720 -4.1799 6.7130
H 0.7182 -2.6905 7.5199

---

Model x:
121
Properties=species:S:1:pos:R:3 method="wB97M-V/def2-TZVPD" orbital_gap_ev=5.95 lumo_ha=0.00599 homo_ev=-5.78
Ba 0.7697 -0.1979 -0.2121
C 2.1486 1.9513 1.3417
C 1.2942 2.9863 0.8515
C 0.3383 3.2393 1.8869
C 0.6467 2.3742 2.9654
C 1.7747 1.6063 2.6550
C 2.5285 0.6895 3.6085
C 1.5773 -0.3296 4.2504
C 3.1654 1.5332 4.7222
C 3.6518 -0.0580 2.8805
C -0.9438 4.0781 1.9191
C -1.6081 3.9288 3.2913
C -1.9568 3.5675 0.8745
C -0.7022 5.5817 1.7229
C 1.7868 3.8275 -0.3427
C 2.8530 3.0587 -1.1460
C 2.4812 5.0957 0.1832
C 0.7093 4.2309 -1.3625
H 3.1631 1.8166 0.9736
H 0.0799 2.2963 3.8869
H 0.7799 0.1763 4.8025
H 2.1117 -0.9899 4.9485
H 1.1032 -0.9478 3.4810
H 2.3927 2.0078 5.3334
H 3.7795 2.3256 4.2875
H 3.7973 0.9177 5.3766
H 3.2573 -0.6752 2.0653
H 4.1910 -0.7060 3.5826
H 4.3733 0.6453 2.4527
H -1.8876 2.8898 3.4898
H -2.5100 4.5501 3.3306
H -0.9425 4.2648 4.0914
H -2.2050 2.5228 1.0961
H -1.5567 3.5903 -0.1349
H -2.8752 4.1812 0.8809
H 0.0096 5.9458 2.4694
H -1.6407 6.1366 1.8493
H -0.3093 5.8266 0.7389
H 3.7957 2.9808 -0.5993
H 3.0602 3.5926 -2.0796
H 2.5332 2.0440 -1.3994
H 3.2469 4.8146 0.9118
H 1.7812 5.7679 0.6810
H 2.9639 5.6459 -0.6364
H 0.2465 3.3459 -1.8116
H 1.1606 4.8191 -2.1702
H -0.0801 4.8375 -0.9273
O 2.7057 -0.5866 -1.3173
S 3.2438 -1.3390 -2.5283
C 2.5849 -3.0160 -2.3389
C 2.9668 -3.6780 -1.0098
C 1.9647 -4.7487 -0.5379
C 0.5911 -4.2422 -0.0877
S 0.5464 -3.1959 1.3961
O 1.4627 -2.0143 1.0980
C 1.4730 -4.2552 2.4796
C 2.6500 -3.7695 3.0188
C 3.3526 -4.5667 3.9164
C 2.8699 -5.8213 4.2630
C 1.6753 -6.2877 3.7206
C 0.9635 -5.5002 2.8318
C 4.9358 -1.7153 -2.1007
C 5.4372 -1.2408 -0.8999
C 6.7515 -1.5401 -0.5603
C 7.5420 -2.2915 -1.4193
C 7.0270 -2.7464 -2.6290
C 5.7182 -2.4552 -2.9786
H 2.9323 -3.5756 -3.2115
H 1.5078 -2.8571 -2.4568
H 3.0555 -2.9159 -0.2379
H 3.9491 -4.1387 -1.1100
H 2.4283 -5.3040 0.2782
H 1.7852 -5.4659 -1.3430
H -0.0876 -5.0679 0.1443
H 0.0953 -3.6220 -0.8412
H 3.0062 -2.7835 2.7420
H 4.2734 -4.1971 4.3497
H 3.4167 -6.4357 4.9675
H 1.2939 -7.2636 3.9977
H 0.0210 -5.8554 2.4238
H 4.8052 -0.6516 -0.2460
H 7.1542 -1.1818 0.3781
H 8.5653 -2.5195 -1.1510
H 7.6481 -3.3245 -3.3028
H 5.3136 -2.8042 -3.9257
B -1.2330 -1.8679 -3.2968
N -0.6672 -0.4724 -3.7042
C -0.8862 0.1661 -4.8687
C -0.0416 1.2574 -4.9421
C 0.6831 1.2034 -3.7451
N 0.3068 0.1615 -2.9989
N -2.0119 -1.8206 -1.9455
C -3.3156 -2.0929 -1.7577
C -3.5695 -2.1655 -0.4015
C -2.3253 -1.9226 0.1862
N -1.3837 -1.7108 -0.7444
H -2.0010 -2.2260 -4.1613
H -0.3047 -2.6544 -3.1682
H -1.6285 -0.2004 -5.5622
H 0.0372 1.9827 -5.7365
H 1.4588 1.8699 -3.3924
H -3.9728 -2.2186 -2.6058
H -4.5077 -2.3611 0.0942
H -2.0796 -1.8876 1.2392
C -6.0099 4.4057 2.2694
C -5.7522 3.1870 3.0951
C -6.3918 2.8859 4.2529
C -6.0274 1.6843 4.9055
N -5.1096 0.8598 4.4495
C -4.4482 1.1564 3.2865
S -3.2763 0.1982 2.5875
N -4.8217 2.3203 2.6440
C -6.6859 1.3158 6.2024
H -6.7354 5.0504 2.7595
H -6.3953 4.1249 1.2864
H -5.0856 4.9647 2.1161
H -7.1476 3.5459 4.6561
H -4.2984 2.5340 1.8043
H -7.6993 1.7125 6.2654
H -6.1057 1.7343 7.0293
H -6.6969 0.2347 6.3150

---

Here are the energies relative to the best structure, in hartree: model w 0.0000; model x 0.0024.

---

Model w:
15
Properties=species:S:1:pos:R:3 method="wB97M-V/def2-TZVPD" total_charge=+2 orbital_gap_ev=9.48 lumo_ha=-0.34944 homo_ev=-18.98
C -0.6139 0.9387 -0.6246
C 0.4825 -1.9303 1.2456
C -1.3425 2.6223 -2.4653
N 0.4661 -0.8683 0.6839
N -0.8970 1.5181 -1.6663
N 1.2955 -2.2749 2.4533
H -0.2096 -2.8099 1.2393
H -2.4299 2.6864 -2.5479
H -0.8114 2.6899 -3.4513
H -1.0403 3.5905 -1.9027
H 0.9953 -0.0086 0.9752
H -0.4737 0.7486 -2.3356
H 0.8697 -2.1412 3.3774
H 2.0747 -1.5062 2.5024
H 1.6347 -3.2552 2.5168

---

Model x:
15
Properties=species:S:1:pos:R:3 method="wB97M-V/def2-TZVPD" total_charge=+2 orbital_gap_ev=6.80 lumo_ha=-0.39397 homo_ev=-17.52
C -1.6522 -2.0798 -0.6265
C -0.2542 -0.0957 -0.4876
C 2.0409 3.1208 0.6622
N -1.9558 -3.2549 -0.2470
N -0.7239 -1.2362 0.0531
N 1.4348 2.0296 0.5456
H -2.2297 -1.7479 -1.4426
H -0.5353 -0.1169 -1.5462
H 1.7009 4.1294 0.0825
H 3.2649 3.0599 0.6619
H 2.4614 3.2588 1.7852
H -2.6202 -3.7966 -0.8950
H -1.4118 -3.5598 0.6279
H -0.2103 -1.5805 0.8967
H 0.6905 1.8697 -0.0700

---

Here are the energies relative to the best structure, in hartree: model w 0.0000; model x 0.0823.

---

Model w:
13
Properties=species:S:1:pos:R:3 method="wB97M-V/def2-TZVPD" orbital_gap_ev=10.80 lumo_ha=0.03322 homo_ev=-9.90
C -1.7470 -0.5314 -0.6418
O -0.4283 -0.2388 -1.0623
C 0.2204 0.6100 -0.1982
C 1.6993 0.3902 -0.0256
F 2.2308 -0.6661 -0.6934
C 0.7532 0.0549 1.1027
F 0.5180 -1.2755 1.3039
H -2.3316 0.3534 -0.5777
H -1.7391 -1.0236 0.3331
H -2.1797 -1.1962 -1.4175
H -0.1236 1.6780 -0.1843
H 2.3780 1.2355 0.0604
H 0.7495 0.6095 2.0009

---

Model x:
13
Properties=species:S:1:pos:R:3 method="wB97M-V/def2-TZVPD" orbital_gap_ev=10.74 lumo_ha=0.02957 homo_ev=-9.94
C -0.8663 0.2815 -0.2148
C 0.6019 -0.1085 -0.3222
O 0.8222 -0.6061 -1.6408
C 0.7111 -1.3871 0.7246
F 0.0405 -2.4581 0.2049
C 1.4085 -1.3799 1.8643
F 1.5573 -2.3347 2.8407
H -1.5070 -0.4964 -0.3109
H -1.1561 1.0925 -0.9984
H -1.0083 0.7893 0.6318
H 1.3309 0.5290 -0.0977
H 0.4223 -1.4052 -1.9884
H 2.0264 -0.6162 2.2601

---

Here are the energies relative to the best structure, in hartree: model w 0.0000; model x 0.0084.

---

Model w:
12
Properties=species:S:1:pos:R:3 method="wB97M-V/def2-TZVPD" total_charge=+1 orbital_gap_ev=10.14 lumo_ha=-0.17440 homo_ev=-14.89
C -2.0382 -0.3163 -0.3161
C -1.1928 0.6944 0.1976
C 0.5874 -0.2134 -0.0255
N -2.4686 -1.3352 -0.5943
N -1.4128 1.7479 0.6756
N 0.8277 -0.7073 -1.1841
N 1.3351 -0.3325 1.0180
H -0.8597 2.6212 0.7846
H 0.0187 -0.6833 -1.7129
H 1.7639 -0.9753 -1.6155
H 1.2212 0.2545 1.8763
H 2.2180 -0.7548 0.8965

---

Model x:
12
Properties=species:S:1:pos:R:3 method="wB97M-V/def2-TZVPD" total_charge=+1 orbital_gap_ev="9.04 / 5.79" lumo_ha="-0.25612 / -0.24670" homo_ev="-16.01 / -12.50"
C 1.1743 -0.5473 0.3464
C 0.4430 0.9450 2.3040
C -1.6280 -0.4626 -2.7330
N -0.7425 0.5487 0.2623
N 0.5650 -0.8310 -0.7015
N 0.3668 0.3747 1.1064
N -0.5295 -0.0669 -0.7880
H 2.1061 -1.0484 0.6521
H -0.4642 1.5583 2.5660
H 1.4797 0.9323 2.8195
H -1.8082 -1.4578 -2.4861
H -0.9625 0.0550 -3.3481

---

Model y:
12
Properties=species:S:1:pos:R:3 method="wB97M-V/def2-TZVPD" total_charge=+1 orbital_gap_ev=9.49 lumo_ha=-0.24423 homo_ev=-16.13
C -2.4185 -0.7552 -0.1528
N -1.3689 -0.0753 0.0900
N -1.1486 1.5602 0.0466
N 0.0227 1.6043 -0.0664
C 0.7638 0.3067 0.0742
C 2.1262 0.0484 -0.0777
N -0.1507 -0.5706 0.2339
H -3.3466 -0.2511 -0.0426
H -2.2484 -1.7805 -0.0309
H 2.3137 -1.0631 -0.3354
H 2.6963 0.2232 0.8542
H 2.7591 0.7531 -0.5932

---

Here are the energies relative to the best structure, in hartree: model w 0.0000; model x 0.2189; model y 0.0530.

---

Model w:
12
Properties=species:S:1:pos:R:3 method="wB97M-V/def2-TZVPD" total_charge=+1 orbital_gap_ev=9.92 lumo_ha=-0.14137 homo_ev=-13.77
C 0.9448 0.3384 -0.0713
N -2.0651 -0.6161 0.0105
N 2.0657 0.2088 -0.4209
N 3.3636 -0.0994 -0.3285
O -0.1286 0.7600 0.4164
S -3.6107 0.2730 -0.0414
H -1.1684 0.0440 0.2527
H -1.8198 -0.9175 -0.8322
H -2.2579 -1.4596 0.6547
H 3.9422 0.3438 -1.0349
H -2.9702 1.2851 0.7754
H 3.7044 -0.1606 0.6195

---

Model x:
12
Properties=species:S:1:pos:R:3 method="wB97M-V/def2-TZVPD" total_charge=+1 orbital_gap_ev=9.30 lumo_ha=-0.14207 homo_ev=-13.17
N 1.6808 -1.0426 -0.0001
C 0.7229 -0.1166 0.0000
N 1.0114 1.1786 -0.0003
N -0.5511 -0.4941 0.0002
O -1.5399 0.4876 0.0009
S -3.1388 -0.1731 -0.0004
H 2.6515 -0.7761 -0.0004
H 1.4701 -2.0262 0.0001
H 1.9599 1.5133 -0.0006
H 0.2594 1.8511 -0.0003
H -0.8655 -1.4549 0.0009
H -3.6609 1.0529 0.0000

---

Here are the energies relative to the best structure, in hartree: model w 0.0417; model x 0.0000.

---

Model w:
31
Properties=species:S:1:pos:R:3 method="wB97M-V/def2-TZVPD" orbital_gap_ev=8.36 lumo_ha=0.03022 homo_ev=-7.54
O 1.1393 2.4262 0.4926
S 1.7471 1.1107 -0.2715
S 1.9223 -1.5036 -0.3093
C 1.0118 -0.2166 0.5128
C 3.6460 -1.2626 0.2994
C 4.2423 0.0695 -0.1322
C 3.4580 1.2597 0.4137
H 0.1716 2.3149 0.5493
H 1.1430 -0.2385 1.5930
H 4.2145 -2.0974 -0.1075
H 3.6179 -1.3478 1.3879
H 5.2804 0.1277 0.2129
H 4.2517 0.1212 -1.2258
H 3.3864 1.2458 1.5004
H 3.8694 2.2078 0.0780
C -3.8447 -1.0220 1.1288
C -2.4122 -0.5080 1.0135
C -2.2338 0.6391 0.0555
O -1.5538 1.6026 0.3510
C -2.8411 0.5213 -1.3176
C -1.9389 -0.3693 -2.1788
H -4.1571 -1.5439 0.2270
H -3.9195 -1.7171 1.9635
H -4.5296 -0.1959 1.3144
H -1.7458 -1.3040 0.6665
H -2.0472 -0.1853 1.9902
H -2.8871 1.5192 -1.7587
H -3.8469 0.1067 -1.2716
H -0.9118 -0.0147 -2.1379
H -1.9564 -1.3974 -1.8273
H -2.2758 -0.3482 -3.2124

---

Model x:
31
Properties=species:S:1:pos:R:3 method="wB97M-V/def2-TZVPD" orbital_gap_ev=7.52 lumo_ha=0.01967 homo_ev=-6.99
C 2.6183 0.7945 -0.6696
C 1.4667 1.6238 -0.0179
C 2.3713 -0.3832 0.2925
C 1.2083 0.4069 0.8754
C 3.2689 -0.2724 1.5748
C -1.6157 0.1503 -1.9654
C -0.3273 -2.6939 0.6899
C -3.9042 0.3019 0.2644
C -1.1691 -0.4046 -0.6743
O -1.9672 1.8878 0.6534
O 0.4562 0.2727 1.8147
S -1.7188 -2.1598 -0.3112
S -2.2006 0.2545 0.7095
H 2.3195 0.5554 -1.7205
H 3.6463 1.2231 -0.6649
H 1.5517 2.3534 0.7884
H 0.6507 1.9928 -0.7041
H 2.3249 -1.4182 0.0127
H 4.1166 -0.8077 1.5049
H 2.7812 -0.6743 2.4493
H 3.2832 0.7933 2.0128
H -0.8344 -0.1556 -2.7730
H -2.6313 -0.1755 -2.1367
H -1.5664 1.2532 -1.8800
H -0.2726 -2.3677 1.7152
H 0.5921 -2.5568 0.1904
H -0.4874 -3.7857 0.7498
H -4.4691 0.5692 1.2218
H -4.2062 -0.7452 -0.1624
H -3.9012 1.0977 -0.4857
H -1.4506 2.1616 1.4306

---

Model y:
31
Properties=species:S:1:pos:R:3 method="wB97M-V/def2-TZVPD" orbital_gap_ev="7.40 / 6.48" lumo_ha="-0.04499 / -0.04062" homo_ev="-8.62 / -7.59"
C -0.4050 0.6547 0.1141
C 2.1658 0.4841 -0.2278
C 0.8829 -0.7960 1.6847
C 1.1478 1.7029 1.8248
C -2.5300 -0.5682 -0.3141
C -0.4644 -1.6077 -1.1118
C -1.3717 0.6375 -2.1404
C 1.0143 0.5172 0.8063
C -1.1245 -0.2675 -0.7856
O 0.8055 4.7015 0.3204
O -2.5620 2.3767 0.1075
S -0.0022 3.8949 -0.6082
S -1.2852 2.0868 0.6920
H 3.0870 0.8627 0.1077
H 1.8286 1.2981 -1.0299
H 2.3406 -0.5224 -0.6901
H 1.4167 -1.5945 1.2645
H 1.4500 -0.5366 2.6783
H -0.2122 -1.1661 1.8259
H 1.0887 2.6660 1.4347
H 2.2829 1.6948 1.9570
H 0.4700 1.5904 2.7609
H -3.2171 -0.8962 -1.1717
H -3.0403 0.2631 0.1071
H -2.6059 -1.3251 0.5097
H -1.1253 -2.2386 -1.6124
H 0.3950 -1.6401 -1.6955
H -0.2017 -2.0898 -0.1657
H -1.5994 -0.2347 -2.8171
H -0.4920 1.1217 -2.5372
H -2.1705 1.2793 -2.0911

---

Here are the energies relative to the best structure, in hartree: model w 0.0000; model x 0.1129; model y 0.1201.